The following is a DFT calculation (ωB97M-V/def2-TZVPD) of a single C4H9N molecule in a non-equilibrium geometry.

Last column: Mulliken charge in e.
Atoms and positions in Å:
C 0.1274 1.0478 0.6979  -0.48
C 0.5030 0.8551 -0.7627  -0.29
C 0.2333 -0.6603 -1.0670  -0.51
N -0.3270 -1.3523 0.1337  -0.41
C -0.4454 -0.3738 1.1665  -0.47
H -0.6875 1.8431 0.9402  0.22
H 0.9731 1.2989 1.2619  0.27
H -0.0297 1.4682 -1.5848  0.25
H 1.5724 1.1526 -0.7714  0.21
H -0.4026 -1.0408 -2.0216  0.20
H 1.0515 -1.2900 -1.4311  0.27
H -1.1923 -1.8542 -0.0422  0.26
H -1.5043 -0.2728 1.4922  0.22
H 0.1280 -0.8215 1.9884  0.25

Properties
**F_max**: 3.79 eV/A
**Net charge**: 0
**Calculated total energy**: -5782.512 eV
**SMILES**: C1CCNC1
**HOMO**: -8.219 eV
**HOMO-LUMO gap**: 9.328 eV
**ΔE to the lowest compared entry with this formula, charge and spin**: 1.3002 eV